[1]
This record from the OMol25 dataset describes C45H50CaN5O4S2Sb2 as an isolated structure. The level of theory is wB97M-V/def2-TZVPD.

Positions of all 109 atoms, in Å:
Sb1 1.1605 -1.5433 3.4388
Sb2 -2.2992 1.2589 0.9542
Ca1 0.9860 -0.0489 -1.2753
S1 4.6183 0.7948 0.6776
S2 5.9859 0.6387 -1.9520
O1 -0.0425 -1.7276 -2.6591
O2 1.3719 0.8809 -3.2290
O3 0.2538 0.8346 -5.5361
O4 2.0090 -2.3202 -1.0374
N1 2.6719 3.8194 2.2647
N2 0.7861 2.2531 -0.3992
N3 1.3860 4.7635 0.6080
N4 3.5017 0.0280 -2.9831
N5 3.3558 0.3497 -1.6197
C1 3.6340 -1.0514 -7.0126
C2 -0.0564 2.4990 4.4836
C3 -5.6589 2.2033 3.5613
C4 0.0184 0.0928 4.1987
C5 2.4519 0.3256 -3.7038
C6 -6.3274 0.1774 2.4564
C7 -4.1651 1.1442 1.9787
C8 -1.3631 -5.3525 5.2674
C9 1.9223 -3.0189 -2.2835
C10 -1.0761 -4.2634 6.0779
C11 3.2626 -2.5309 -0.3840
C12 6.2486 1.5744 0.5840
C13 2.5259 -0.8039 -7.8221
C14 -6.5966 1.2020 3.3546
C15 0.6551 4.6030 -0.4901
C16 0.6289 1.3440 4.1302
C17 -4.0940 2.3572 -3.5273
C18 -2.3202 1.5955 -2.1093
C19 -5.1224 0.1544 1.7683
C20 0.1347 -1.4651 1.5254
C21 -4.4178 2.1944 -1.1427
C22 1.3737 0.2158 -5.9727
C23 -0.2742 -4.2578 3.4249
C24 -0.9580 -5.3502 3.9396
C25 1.4980 2.3938 0.7056
C26 -1.9798 1.1642 5.0318
C27 -2.0912 -0.8448 0.4527
C28 0.0103 -3.1550 4.2268
C29 -1.2933 0.0152 4.6637
C30 1.8433 3.6635 1.1999
C31 -4.9014 2.5059 -2.4078
C32 0.4707 -3.0627 -2.6798
C33 1.4089 -0.1784 -7.3109
C34 3.6009 -0.6696 -5.6896
C35 -1.3839 -1.6469 1.5447
C36 -2.7925 1.8969 -3.3789
C37 -3.1150 1.7307 -0.9735
C38 -1.3666 2.4066 4.9334
C39 -0.3882 -3.1729 5.5612
C40 7.0339 0.8327 -0.4812
C41 -1.1284 -1.5517 -3.5813
C42 4.4817 0.5782 -1.0622
C43 0.3667 3.3604 -1.0211
C44 2.4782 -0.0370 -5.1400
C45 -4.4495 2.1689 2.8797
H1 0.5936 -2.1631 0.8220
H2 3.2584 -1.9479 0.5361
H3 2.9328 3.0370 2.8354
H4 -1.7972 -1.3631 2.5156
H5 0.3751 -3.4749 -3.6860
H6 2.5398 -1.0973 -8.8640
H7 4.5122 -1.5339 -7.4187
H8 0.4298 3.4640 4.4178
H9 -1.3834 -4.2624 7.1155
H10 -0.1109 -3.6785 -1.9879
H11 6.7184 1.4882 1.5625
H12 0.5451 0.0339 -7.9268
H13 7.9181 1.3935 -0.7809
H14 2.3104 -4.0338 -2.1607
H15 1.6668 1.4103 3.8128
H16 -3.7172 2.9510 3.0538
H17 0.2877 5.5025 -0.9678
H18 1.8268 1.4975 1.2221
H19 -0.1925 3.2473 -1.9381
H20 6.1268 2.6266 0.3315
H21 0.4375 1.0691 -4.5995
H22 0.3916 -0.4467 1.1950
H23 4.0857 -2.2049 -1.0229
H24 -5.8691 3.0089 4.2533
H25 2.5273 -2.4957 -3.0310
H26 -1.7853 -0.9470 4.7494
H27 -5.0707 2.3054 -0.2846
H28 -2.1476 1.7800 -4.2429
H29 -3.0993 -1.2186 0.2696
H30 -7.5392 1.2237 3.8858
H31 3.3750 -3.5897 -0.1411
H32 -1.2865 1.2581 -2.0210
H33 -1.9060 3.3007 5.2193
H34 4.4484 -0.8493 -5.0416
H35 7.3400 -0.1507 -0.1273
H36 2.7679 4.7462 2.6440
H37 -4.9447 -0.6429 1.0571
H38 -1.6030 -2.7112 1.4364
H39 -1.1735 -6.2001 3.3048
H40 -1.5773 -0.9481 -0.5140
H41 -1.8974 -6.2029 5.6695
H42 -2.9988 1.0882 5.3901
H43 -4.4764 2.5992 -4.5100
H44 -0.1698 -2.3313 6.2094
H45 -5.9173 2.8626 -2.5183
H46 -1.9224 -2.2681 -3.3608
H47 0.0376 -4.2768 2.3851
H48 -1.5116 -0.5426 -3.4603
H49 -7.0596 -0.6014 2.2868
H50 -0.7695 -1.6795 -4.6029

Cartesian forces (eV/Å) of the 6 atoms listed first:
Sb 0.014 -0.105 0.032
Sb 0.052 0.083 0.036
Ca 0.152 -0.295 -0.003
S -0.050 -0.010 -0.019
S 0.005 -0.001 -0.038
O -0.039 -0.041 -0.063

- energy above the lowest of the compared OMol25 structures with the same formula, charge and spin (eV) = 0.690
- charge = +1

Atom charges from the Mulliken analysis, given in e for atoms 1 to 8: number 1, Sb, carries 0.71; number 2, Sb, carries 0.93; number 3, Ca, carries 2.50; number 4, S, carries 0.06; number 5, S, carries -0.04; number 6, O, carries 0.15; number 7, O, carries -1.09; number 8, O, carries -0.63

***

[2]
This record from the OMol25 dataset describes C45H50N3O3RuS as an isolated structure. The level of theory is wB97M-V/def2-TZVPD.

Positions of all 103 atoms, in Å:
Ru1 0.3307 -0.0142 0.1027
S1 4.3498 2.0117 -0.5800
O1 0.3922 -2.3980 0.4479
O2 -0.6332 -5.5047 -1.4391
O3 -0.5171 -2.9693 -1.9373
N1 -0.2030 -0.3819 2.0538
N2 -1.7752 -0.4090 -0.1557
N3 2.4109 0.3610 -0.2352
C1 4.7180 0.3128 -0.5661
C2 2.7528 -1.0196 3.0216
C3 -0.0846 -3.4155 0.5553
C4 4.7815 -2.4790 -0.4930
C5 -4.8443 0.3671 0.0080
C6 3.5491 -0.4170 -0.3753
C7 5.4475 -4.5336 -1.7537
C8 -2.6369 -0.4007 -1.2857
C9 1.8904 -0.1668 5.1945
C10 0.7264 4.7960 0.1547
C11 0.2538 -1.8055 -2.2788
C12 0.3405 -0.5436 3.2754
C13 -4.0330 -0.1988 -1.1703
C14 0.3698 1.9795 0.1826
C15 -5.5732 -0.6818 0.8575
C16 -4.8223 -0.4522 -2.2949
C17 -1.4461 -1.0046 2.0855
C18 -4.2941 -0.8208 -3.5137
C19 -0.4880 4.2244 0.5255
C20 -1.6846 -1.5492 3.3526
C21 5.7658 -4.4167 0.7323
C22 1.7248 -0.0864 3.6748
C23 1.7847 3.9696 -0.1664
C24 -2.2231 -0.9987 0.9186
C25 -0.5586 -1.2549 4.1052
C26 2.6831 1.6420 -0.3294
C27 -0.9372 -7.2632 1.6737
C28 5.9378 -0.3410 -0.7210
C29 1.6061 2.5868 -0.1372
C30 -0.7951 -6.2500 2.6440
C31 0.1226 0.6547 -2.6276
C32 -0.8756 -7.0075 0.3253
C33 -0.4851 -4.6949 0.8378
C34 -0.5688 -4.9708 2.2422
C35 1.9730 1.3565 3.2327
C36 3.4866 -4.6422 -0.2283
C37 5.9539 -1.7197 -0.6769
C38 -0.5773 -0.6754 -2.8927
C39 -0.6696 -5.7069 -0.1439
C40 -4.1669 1.4206 0.8721
C41 4.8627 -4.0029 -0.4380
C42 3.5828 -1.8090 -0.3554
C43 -0.6595 2.8470 0.5400
C44 -2.0722 -0.6603 -2.5549
C45 -2.9195 -0.8821 -3.6389
H1 3.0427 -4.3270 0.7213
H2 3.5920 -5.7276 -0.2009
H3 -3.4689 1.0067 1.5998
H4 -1.0019 -7.7912 -0.4081
H5 -5.6392 0.9097 -0.5092
H6 0.7518 -1.4447 -1.3755
H7 1.2555 2.0356 3.6972
H8 -0.4443 -4.1544 2.9452
H9 -1.1112 -8.2803 2.0003
H10 -0.4055 -1.4825 5.1466
H11 -0.8595 -6.4870 3.6957
H12 -6.4127 -0.2104 1.3700
H13 -3.1848 -1.5062 0.9105
H14 1.0349 -2.1202 -2.9725
H15 2.6809 -0.9709 1.9377
H16 -2.5860 -2.0486 3.6758
H17 -1.6047 2.4368 0.8496
H18 0.8450 5.8706 0.1386
H19 5.4914 -5.6242 -1.7341
H20 6.4591 -4.1637 -1.9202
H21 -3.6416 2.1389 0.2458
H22 -0.4073 1.4740 -3.1110
H23 -1.4595 -2.7385 -2.0004
H24 1.8105 -1.1927 5.5585
H25 -1.3134 4.8666 0.8092
H26 6.9036 -2.2258 -0.7897
H27 -4.9357 -1.0079 -4.3636
H28 0.1392 0.9194 -1.5550
H29 4.8341 -4.2296 -2.6041
H30 2.6570 -2.3432 -0.2140
H31 -4.9363 -1.1111 1.6333
H32 6.7822 -4.0444 0.6042
H33 6.8536 0.2146 -0.8718
H34 -0.7741 -4.5522 -1.6928
H35 -5.8944 -0.3238 -2.2011
H36 -5.9694 -1.4922 0.2438
H37 -4.9317 1.9632 1.4305
H38 3.7671 -0.7341 3.3108
H39 -2.4831 -1.0952 -4.6067
H40 2.5895 -2.0548 3.3362
H41 5.3813 -4.0271 1.6769
H42 5.8165 -5.5050 0.8026
H43 2.8003 -4.3981 -1.0454
H44 1.8773 1.4595 2.1560
H45 1.1455 0.4423 5.7087
H46 -0.5532 -0.8413 -3.9700
H47 2.7488 4.3942 -0.4248
H48 2.8785 0.2049 5.4693
H49 1.1507 0.6425 -2.9929
H50 2.9785 1.6660 3.5266

Cartesian forces (eV/Å) of the 6 atoms listed first:
Ru -0.452 1.021 -0.409
S 0.029 0.012 -0.062
O -0.008 -0.475 0.354
O -0.460 0.174 -0.153
O -0.712 -0.069 -0.181
N 0.256 -0.273 0.296

- energy above the lowest of the compared OMol25 structures with the same formula, charge and spin (eV) = 0.030
- charge = +1

Atom charges from the Mulliken analysis, given in e for atoms 1 to 8: number 1, Ru, carries -0.20; number 2, S, carries -0.48; number 3, O, carries 0.65; number 4, O, carries -0.58; number 5, O, carries -0.87; number 6, N, carries 0.84; number 7, N, carries 1.85; number 8, N, carries 1.28

***

Quick rundown of orbital gap, same order as above: 7.90 5.10 eV
Quick rundown of LUMO energy, same order as above: -2.18 -4.43 eV